Here is an isolated molecule of C33H47N2O7PS in a non-equilibrium geometry from OMol25. Energies are from the ωB97M-V functional and the def2-TZVPD basis.

Each atom is followed by the atoms it is bonded to, with distances in Å.
Geometry (Å):
1 N 3.762 1.446 4.401  P2 1.601, H45 1.035
2 P 3.979 0.215 3.400  N1 1.601, C3 1.919, H46 1.452, H47 1.447
3 C 3.670 0.669 1.561  P2 1.919, C4 1.575, C25 1.554
4 C 2.195 0.625 1.012  C3 1.575, C5 1.582, H48 1.149
5 C 1.833 0.977 -0.487  C4 1.582, C6 1.612, C23 1.562
6 C 0.293 0.937 -0.963  C5 1.612, C7 1.631, H49 1.157, H50 1.155
7 C -0.461 2.266 -0.392  C6 1.631, C8 1.611, H51 1.143, H52 1.159
8 C -1.825 1.928 0.396  C7 1.611, C9 1.608, H53 1.158, H54 1.160
9 C -3.127 1.806 -0.539  C8 1.608, C10 1.627, H55 1.149, H56 1.145
10 C -4.481 2.350 0.179  C9 1.627, C11 1.628, H57 1.158, H58 1.159
11 C -5.417 1.143 0.744  C10 1.628, C12 1.620, H59 1.144, H60 1.143
12 C -6.971 1.572 0.902  C11 1.620, C13 1.629, H61 1.154, H62 1.154
13 C -8.000 0.517 0.208  C12 1.629, C14 1.610, H63 1.159, H64 1.143
14 C -9.242 0.114 1.151  C13 1.610, C15 1.623, H65 1.145, H66 1.156
15 C -10.650 0.784 0.701  C14 1.623, C16 1.635, H67 1.150, H68 1.147
16 C -11.888 -0.222 1.058  C15 1.635, C17 1.614, H69 1.146, H70 1.157
17 C -12.559 -0.825 -0.280  C16 1.614, N18 1.487, H71 1.154, H72 1.143
18 N -11.716 -1.854 -0.945  C17 1.487, C19 1.469, C22 1.474
19 C -10.506 -1.619 -1.744  N18 1.469, C20 1.555, H73 1.137
20 C -9.823 -2.915 -2.266  C19 1.555, C21 1.566, H74 1.149
21 C -10.773 -4.039 -1.731  C20 1.566, C22 1.556, H75 1.141
22 C -11.906 -3.315 -0.947  N18 1.474, C21 1.556, H76 1.153
23 C 3.030 1.337 -1.425  C5 1.562, C24 1.563, H77 1.139
24 C 4.499 1.370 -0.892  C23 1.563, C25 1.581, C43 1.615
25 C 4.843 1.058 0.619  C3 1.554, C24 1.581, C26 1.609
26 C 6.381 1.165 1.078  C25 1.609, O27 1.259, C28 1.619
27 O 6.723 1.359 2.273  C26 1.259
28 C 7.560 1.062 -0.027  C26 1.619, C29 1.594, C37 1.440
29 C 9.007 0.701 0.536  C28 1.594, C30 1.609, H78 1.159, H79 1.157
30 C 9.320 -0.874 0.631  C29 1.609, C31 1.609, H80 1.161, H81 1.142
31 C 9.281 -1.307 2.181  C30 1.609, C32 1.605, H82 1.142, H83 1.156
32 C 9.161 -2.900 2.326  C31 1.605, S33 1.856, H84 1.159, H85 1.154
33 S 7.469 -3.563 1.947  C32 1.856, O34 1.513, O35 1.507, O36 1.697
34 O 6.664 -3.612 3.227  S33 1.513
35 O 6.691 -2.731 0.961  S33 1.507
36 O 7.668 -5.102 1.261  S33 1.697, H86 0.987
37 C 7.274 1.319 -1.415  C28 1.440, C38 1.612, C43 1.618
38 C 8.410 1.219 -2.555  C37 1.612, C39 1.631, H87 1.158, H88 1.148
39 C 8.047 0.108 -3.692  C38 1.631, O40 1.470, H89 1.157, H90 1.142
40 O 8.915 0.359 -4.852  C39 1.470, C41 1.424
41 C 10.163 -0.309 -4.706  O40 1.424, O42 1.254, H91 1.155
42 O 11.061 -0.011 -3.881  C41 1.254
43 C 5.764 1.722 -1.833  C24 1.615, C37 1.618, O44 1.266
44 O 5.646 2.359 -2.920  C43 1.266
45 H 3.025 1.198 5.083  N1 1.035
46 H 5.321 -0.335 3.463  P2 1.452
47 H 3.112 -0.878 3.783  P2 1.447
48 H 1.297 0.332 1.666  C4 1.149
49 H 0.202 0.984 -2.115  C6 1.157
50 H -0.263 0.000 -0.580  C6 1.155
51 H 0.263 2.836 0.286  C7 1.143
52 H -0.733 2.991 -1.253  C7 1.159
53 H -1.677 0.973 1.034  C8 1.158
54 H -2.044 2.764 1.171  C8 1.160
55 H -2.965 2.386 -1.517  C9 1.149
56 H -3.308 0.698 -0.764  C9 1.145
57 H -4.256 3.120 1.014  C10 1.158
58 H -5.135 2.916 -0.593  C10 1.159
59 H -5.314 0.242 0.048  C11 1.144
60 H -5.049 0.859 1.789  C11 1.143
61 H -7.235 1.678 2.020  C12 1.154
62 H -7.169 2.592 0.400  C12 1.154
63 H -7.378 -0.447 0.043  C13 1.159
64 H -8.302 0.883 -0.832  C13 1.143
65 H -9.061 0.380 2.250  C14 1.145
66 H -9.384 -1.028 1.043  C14 1.156
67 H -10.816 1.727 1.338  C15 1.150
68 H -10.627 1.055 -0.414  C15 1.147
69 H -11.494 -1.025 1.775  C16 1.146
70 H -12.732 0.330 1.626  C16 1.157
71 H -13.601 -1.242 -0.014  C17 1.154
72 H -12.724 0.039 -1.009  C17 1.143
73 H -10.027 -0.622 -2.012  C19 1.137
74 H -8.863 -3.040 -2.884  C20 1.149
75 H -10.669 -5.163 -1.898  C21 1.141
76 H -12.802 -3.784 -0.394  C22 1.153
77 H 2.802 1.595 -2.510  C23 1.139
78 H 9.154 1.131 1.602  C29 1.159
79 H 9.828 1.212 -0.098  C29 1.157
80 H 10.422 -1.005 0.288  C30 1.161
81 H 8.698 -1.529 -0.068  C30 1.142
82 H 8.463 -0.710 2.709  C31 1.142
83 H 10.285 -1.010 2.672  C31 1.156
84 H 9.986 -3.367 1.659  C32 1.159
85 H 9.387 -3.194 3.419  C32 1.154
86 H 7.734 -4.933 0.292  O36 0.987
87 H 8.589 2.255 -3.042  C38 1.158
88 H 9.428 0.897 -2.133  C38 1.148
89 H 8.247 -0.935 -3.233  C39 1.157
90 H 6.941 0.121 -3.975  C39 1.142
91 H 10.392 -1.175 -5.434  C41 1.155

Computed properties:
charge = 0
frontier orbital gap = 6.466 eV
LUMO = -1.3 eV
E = -72404.4219 eV

Mulliken atomic charge list, values in e, 8 entries:
1 N -0.7305
2 P 0.3509
3 C 0.2071
4 C -0.5891
5 C 0.3102
6 C -0.7403
7 C -0.5997
8 C -0.6711

Here is the ion C26H28NO with charge +1 in a non-equilibrium geometry from OMol25. Energies are from the ωB97M-V functional and the def2-TZVPD basis.

Each atom is followed by the atoms it is bonded to, with distances in Å.
Geometry (Å):
1 C -3.353 3.396 8.515  C2 1.491, H29 1.086, H30 1.097, H31 1.090
2 C -3.149 2.049 7.910  C1 1.491, C3 1.410, C28 1.411
3 C -1.869 1.476 7.763  C2 1.410, C4 1.383, H32 1.095
4 C -1.690 0.305 7.048  C3 1.383, C5 1.406, H33 1.107
5 C -2.747 -0.375 6.418  C4 1.406, C6 1.528, C27 1.411
6 C -2.382 -1.407 5.352  C5 1.528, C7 1.538, C13 1.672, H34 1.165
7 C -3.391 -2.568 5.360  C6 1.538, C8 1.413, C12 1.375
8 C -2.912 -3.888 5.513  C7 1.413, C9 1.407, H35 1.093
9 C -3.721 -4.973 5.129  C8 1.407, C10 1.398, H36 1.110
10 C -5.025 -4.755 4.675  C9 1.398, C11 1.404, H37 1.094
11 C -5.502 -3.441 4.534  C10 1.404, C12 1.411, H38 1.090
12 C -4.663 -2.360 4.879  C7 1.375, C11 1.411, H39 1.093
13 C -1.934 -1.090 3.772  C6 1.672, C14 1.517, C21 1.568, H40 1.165
14 C -0.948 0.047 3.586  C13 1.517, N15 1.330, H41 1.069
15 N -1.235 1.302 3.249  C14 1.330, C16 1.496, C20 1.468
16 C -0.071 2.232 3.381  N15 1.496, C17 1.557, H42 1.091, H43 1.118
17 C -0.566 3.708 3.421  C16 1.557, O18 1.436, H44 1.114, H45 1.078
18 O -1.440 3.994 2.318  C17 1.436, C19 1.439
19 C -2.594 3.134 2.328  O18 1.439, C20 1.516, H46 1.114, H47 1.118
20 C -2.258 1.657 2.259  N15 1.468, C19 1.516, H48 1.103, H49 1.127
21 C -1.466 -2.315 2.912  C13 1.568, C22 1.402, C26 1.407
22 C -2.383 -3.204 2.333  C21 1.402, C23 1.375, H50 1.103
23 C -2.079 -4.518 2.068  C22 1.375, C24 1.421, H51 1.080
24 C -0.740 -4.971 2.211  C23 1.421, C25 1.405, H52 1.070
25 C 0.216 -4.073 2.713  C24 1.405, C26 1.392, H53 1.095
26 C -0.132 -2.754 2.992  C21 1.407, C25 1.392, H54 1.099
27 C -4.037 0.113 6.715  C5 1.411, C28 1.394, H55 1.104
28 C -4.230 1.343 7.342  C2 1.411, C27 1.394, H56 1.097
29 H -4.355 3.773 8.334  C1 1.086
30 H -3.213 3.322 9.600  C1 1.097
31 H -2.633 4.125 8.142  C1 1.090
32 H -1.050 2.027 8.237  C3 1.095
33 H -0.655 -0.085 7.010  C4 1.107
34 H -1.362 -1.834 5.718  C6 1.165
35 H -1.921 -4.115 5.915  C8 1.093
36 H -3.347 -6.016 5.190  C9 1.110
37 H -5.642 -5.575 4.295  C10 1.094
38 H -6.504 -3.225 4.164  C11 1.090
39 H -5.015 -1.335 4.739  C12 1.093
40 H -2.946 -0.769 3.293  C13 1.165
41 H 0.038 -0.157 3.945  C14 1.069
42 H 0.465 2.010 4.304  C16 1.091
43 H 0.613 2.151 2.500  C16 1.118
44 H -1.067 3.887 4.401  C17 1.114
45 H 0.271 4.374 3.281  C17 1.078
46 H -3.228 3.335 3.221  C19 1.114
47 H -3.149 3.454 1.411  C19 1.118
48 H -1.927 1.425 1.233  C20 1.103
49 H -3.197 1.074 2.477  C20 1.127
50 H -3.407 -2.853 2.115  C22 1.103
51 H -2.814 -5.215 1.692  C23 1.080
52 H -0.494 -6.006 2.093  C24 1.070
53 H 1.255 -4.395 2.837  C25 1.095
54 H 0.642 -2.039 3.305  C26 1.099
55 H -4.927 -0.482 6.446  C27 1.104
56 H -5.242 1.762 7.422  C28 1.097

Computed properties:
charge = +1
frontier orbital gap = 6.855 eV
structure (SMILES) = Cc1ccc([C@@H](c2ccccc2)[C@@H](C=[N+]2CCOCC2)c2ccccc2)cc1
LUMO = -4.5 eV
E = -30945.5592 eV

Mulliken atomic charge list, values in e, 8 entries:
1 C -1.3954
2 C 0.8993
3 C -0.8807
4 C -0.4164
5 C -0.1146
6 C 0.6644
7 C 0.2288
8 C -0.2473

- Which value of frontier orbital gap does entry 1 give?
  6.466 eV

- Which of these has the lowest frontier orbital gap?
  C33H47N2O7PS

- Among the records above, which one has the lowest LUMO?
  C26H28NO